# 1
The ion CH7N3OP with charge +1 in a non-equilibrium geometry. Source: OMol25; level of theory: wB97M-V/def2-TZVPD.

Each line ends with the natural charge from an NBO analysis.
Positions of all 13 atoms, in Å:
C: -1.111 -0.435 -0.138  0.800
N: -2.218 0.103 0.424  -0.732
N: -0.029 0.256 -0.546  -0.472
N: 1.213 -0.590 -0.682  -0.882
O: -1.120 -1.725 -0.148  -0.589
P: 2.580 -0.176 0.298  0.767
H: -2.349 1.051 0.230  0.419
H: -2.973 -0.543 0.551  0.442
H: 0.215 1.120 -0.133  0.413
H: 1.343 -0.767 -1.680  0.416
H: -0.273 -2.034 -0.548  0.534
H: 2.863 1.094 -0.027  0.001
H: 1.823 0.295 1.313  -0.116

Output
F_max: 2.95 eV Å⁻¹
total charge: +1
E_tot: -16944.398 eV
HOMO-LUMO gap (alpha / beta): 5.89 / 7.68 eV
ΔE to the lowest compared entry with this formula, charge and spin: 1.1395 eV
multiplicity: 3
LUMO energy (alpha / beta): -3.29 / -7.61 eV
expectation value of S²: 2.005


# 2
A structure of composition CH7N3S in a non-equilibrium geometry. Source: OMol25; level of theory: wB97M-V/def2-TZVPD.

Each line ends with the natural charge from an NBO analysis.
Positions of all 12 atoms, in Å:
N: 0.056 1.330 0.443  -0.773
C: -0.760 0.368 0.208  0.581
N: -2.047 0.463 0.729  -0.827
N: -0.532 -0.882 -0.347  -0.867
H: 1.920 -0.209 0.381  0.196
H: 0.900 1.246 -0.118  0.331
H: -2.363 -0.385 1.180  0.377
H: -2.164 1.247 1.354  0.391
H: 0.441 -1.035 -0.632  0.390
H: -1.241 -1.175 -1.002  0.391
S: 2.514 -1.037 -1.082  -0.345
H: 3.276 0.069 -1.113  0.154

Output
F_max: 4.25 eV Å⁻¹
E_tot: -16454.658 eV
HOMO-LUMO gap: 8.98 eV
ΔE to the lowest compared entry with this formula, charge and spin: 1.1603 eV
LUMO energy: -0.36 eV


# 3
The ion CH7N4O with charge +1 in a non-equilibrium geometry. Source: OMol25; level of theory: wB97M-V/def2-TZVPD.

Each line ends with the natural charge from an NBO analysis.
Positions of all 13 atoms, in Å:
C: 0.686 -0.261 1.056  0.351
N: 0.849 1.552 -0.302  -0.469
N: 0.706 1.068 0.848  -0.216
N: -1.665 -0.104 0.059  -0.292
N: 0.855 -1.170 0.065  -0.793
O: -1.011 0.105 1.190  -0.248
H: 0.721 -0.575 2.075  0.245
H: 0.682 2.583 -0.465  0.435
H: -2.211 0.675 -0.259  0.388
H: 1.283 0.920 -1.146  0.355
H: 1.531 -1.908 0.270  0.448
H: -2.079 -1.036 -0.042  0.395
H: 0.619 -0.783 -0.879  0.402

Output
F_max: 5.96 eV Å⁻¹
total charge: +1
E_tot: -9144.940 eV
HOMO-LUMO gap (alpha / beta): 8.72 / 7.26 eV
ΔE to the lowest compared entry with this formula, charge and spin: 3.1582 eV
multiplicity: 3
LUMO energy (alpha / beta): -3.35 / -7.31 eV
expectation value of S²: 2.007


# 4
A cluster of 2 separate species, CH7N4P2 in total in a non-equilibrium geometry. Source: OMol25; level of theory: wB97M-V/def2-TZVPD.

Each line ends with the natural charge from an NBO analysis.
Positions of all 14 atoms, in Å:
C: 1.303 0.784 0.545  0.673
N: -3.083 -1.458 -1.415  -1.164
N: 2.554 1.099 0.866  -0.755
N: 0.645 1.504 -0.351  -0.759
N: 0.708 -0.260 1.112  -0.756
P: -2.949 0.014 -1.070  0.618
P: -3.139 -2.917 -2.022  0.637
H: 3.009 1.900 0.462  0.427
H: 3.080 0.553 1.528  0.427
H: 1.065 2.294 -0.814  0.426
H: 1.179 -0.804 1.818  0.425
H: -0.238 -0.512 0.866  0.429
H: -0.306 1.267 -0.604  0.423
H: -3.828 -3.465 -0.922  -0.052

Output
F_max: 1.04 eV Å⁻¹
total charge: +1
E_tot: -25681.378 eV
HOMO-LUMO gap: 6.61 eV
ΔE to the lowest compared entry with this formula, charge and spin: 0.9688 eV
LUMO energy: -3.82 eV


# 5
A structure of composition CH7N5S in a non-equilibrium geometry. Source: OMol25; level of theory: wB97M-V/def2-TZVPD.

Each line ends with the natural charge from an NBO analysis.
Positions of all 14 atoms, in Å:
C: 0.547 -0.359 -0.199  0.502
H: -1.316 1.197 -1.223  0.379
H: -1.660 1.847 0.396  0.356
H: 0.824 1.700 0.463  0.408
H: -0.253 -2.075 -0.635  0.387
H: -2.297 -0.044 0.161  0.346
H: -1.339 -0.933 1.285  0.341
H: 4.156 -0.963 0.211  0.159
N: -0.929 1.631 -0.355  -0.671
N: 0.130 0.896 0.212  -0.500
N: -0.632 -1.101 -0.559  -0.494
N: -1.778 -1.007 0.385  -0.645
N: 1.627 -0.974 -0.134  -0.638
S: 2.920 0.186 -0.011  0.070

Output
F_max: 5.10 eV Å⁻¹
E_tot: -19431.947 eV
HOMO-LUMO gap: 8.59 eV
ΔE to the lowest compared entry with this formula, charge and spin: 2.2213 eV
LUMO energy: 0.35 eV


# 6
A cluster of 3 separate species, CH7N5S in total in a non-equilibrium geometry. Source: OMol25; level of theory: wB97M-V/def2-TZVPD.

Each line ends with the natural charge from an NBO analysis.
Positions of all 14 atoms, in Å:
C: -9.037 4.638 5.187  0.352
N: -9.310 4.366 4.077  -0.031
N: 7.689 -1.779 -3.699  -0.634
N: 6.896 -4.915 -2.926  -0.303
N: -9.307 3.997 2.841  -0.534
N: 6.619 -3.794 -2.410  -0.078
S: 6.813 -0.786 -3.022  0.723
H: -9.126 4.872 6.291  0.337
H: 6.662 -5.112 -3.934  0.449
H: 7.250 -5.654 -2.350  0.414
H: -10.193 4.102 2.448  0.441
H: -8.589 3.368 2.670  0.435
H: 6.712 -3.739 -1.414  0.379
H: 6.922 0.436 -3.757  0.051

Output
F_max: 5.07 eV Å⁻¹
total charge: +2
E_tot: -19412.771 eV
HOMO-LUMO gap (alpha / beta): 6.39 / 6.38 eV
ΔE to the lowest compared entry with this formula, charge and spin: 2.0551 eV
LUMO energy (alpha / beta): -7.58 / -7.59 eV